(1)
Formula: C4H37N2O12
Source: OMol25
Level of theory: ωB97M-V/def2-TZVPD

XYZ file:
```
55
Properties=species:S:1:pos:R:3:forces:R:3
C -1.670719 -0.065466 -0.348346 -0.7 -1.8 0.8
C -0.364835 0.578955 -0.690124 -0.5 0.3 -0.9
C -0.342373 1.012669 -2.157121 -0.7 0.8 -0.8
C 0.959733 1.741612 -2.529063 -1.6 0.6 0.8
N 0.970281 2.950741 -1.673617 -0.1 0.6 -0.6
N -1.495886 -0.905891 0.977616 0.6 0.2 -0.6
H -2.656040 0.388418 -0.141986 0.9 0.8 -0.6
H -1.808724 -0.809364 -1.131613 -0.6 0.1 0.3
H 0.346723 -0.241712 -0.733320 0.4 0.0 0.8
H -0.124337 1.380395 -0.002067 0.3 0.1 0.1
H -0.622088 0.218973 -2.865249 0.7 -0.5 0.4
H -1.156542 1.695707 -2.420170 0.1 0.2 0.6
H 0.786150 2.093396 -3.558837 0.9 -0.4 0.3
H 1.813026 1.103339 -2.336353 0.4 -0.1 -0.6
H 1.613101 3.676249 -1.964457 0.2 -0.2 -0.1
H 1.113032 2.772907 -0.696526 0.3 -0.2 0.3
H -2.120667 -0.540088 1.697403 0.2 -0.4 0.0
H -0.529958 -0.861344 1.321935 -0.2 0.4 0.0
H -1.599796 -1.915577 0.780256 -0.4 0.1 -0.1
H -3.698290 -2.552988 -1.448949 0.2 -0.3 -0.2
H -3.468499 -2.303150 -2.961362 0.1 -0.2 0.1
O -3.828738 -1.924284 -2.157006 -0.8 0.8 -0.2
H -2.279527 3.793522 -1.840858 0.2 -0.1 -0.1
H -0.717953 3.806130 -1.458994 -0.3 -0.2 -0.3
O -1.632597 4.067974 -1.188266 0.1 0.3 0.2
H 3.594724 -1.554146 2.091405 0.4 0.7 0.3
H 2.937215 -0.183590 2.641789 0.0 -0.2 -0.2
O 2.777580 -1.101574 2.340286 -0.5 -0.7 -0.1
H -1.028093 -4.334490 1.896290 -0.5 0.0 -0.3
H 0.306928 -4.044202 1.362041 -0.2 0.5 -0.9
O -0.644229 -3.921970 1.106405 0.8 -0.6 1.5
H -1.038598 4.461702 1.635267 -0.1 0.0 -0.2
H -1.532429 3.606012 0.425996 0.2 0.3 0.5
O -1.198954 3.555112 1.356997 0.0 -0.4 0.0
H 2.707976 2.314412 3.138743 0.2 0.0 0.0
H 1.451231 1.438640 3.214262 0.3 -0.2 0.2
O 2.367970 1.455617 2.871963 -0.1 0.3 -0.2
H -1.519192 -3.761544 -0.732221 -0.6 0.0 0.4
H -0.722844 -2.813764 -1.426394 -0.1 0.8 -0.2
O -1.630850 -2.861861 -1.080928 1.2 -1.3 -0.2
H 2.200297 -2.396870 -1.001900 -0.1 0.2 0.3
H 1.579329 -2.630934 -2.311148 -0.2 0.3 -0.3
O 1.552037 -1.985087 -1.591743 0.2 -0.8 0.0
H 4.865805 -0.122815 1.214871 0.4 0.0 0.1
H 4.296518 -1.013253 0.186788 0.2 -0.2 -0.2
O 5.069511 -0.952955 0.763322 -0.5 0.2 0.0
H -3.426153 2.336442 -3.552260 -0.5 0.0 -0.1
H -4.469497 1.331978 -2.930460 -0.1 0.3 -0.2
O -3.540177 1.490372 -3.113637 0.6 -0.2 0.3
H 0.260934 1.410599 5.291906 0.2 -0.4 0.1
H -0.337936 2.173558 4.166680 0.0 -0.5 -0.3
O 0.082257 1.310002 4.348381 -0.6 1.1 0.1
H 2.466976 -3.993302 2.281577 0.1 -0.5 -0.1
H 2.283403 -2.717932 1.573562 -0.5 -0.1 -0.2
O 2.148202 -3.676955 1.426269 0.2 0.5 0.5
```
Positions in Å, forces in eV/Å.

The max |F| comes out at 2.07 eV Å⁻¹. The charge is +1. For the energy above the lowest of the compared OMol25 structures with the same formula, charge and spin, the calculation gives 46.0 kcal per mole. Its gap between HOMO and LUMO is 9.78 eV. The HOMO energy comes out at -12.2616 eV.

(2)
Formula: C4H37NO16
Source: OMol25
Level of theory: ωB97M-V/def2-TZVPD

XYZ file:
```
58
Properties=species:S:1:pos:R:3:forces:R:3
C -1.245688 0.573877 2.156548 0.0 1.8 -0.5
C 0.090078 1.413703 2.009263 -1.7 -0.4 -0.8
C 0.580893 1.990502 3.303953 2.3 -0.7 0.6
O 1.047076 0.543990 1.369228 0.7 0.8 0.5
C -1.017966 -0.696102 1.419507 -1.4 -2.6 -1.4
N -1.319818 -0.792922 0.092755 -0.2 1.2 -0.7
O -0.648690 -1.779950 1.929927 -0.3 0.9 0.5
H -1.681777 0.459626 3.147806 0.8 -0.6 0.3
H -1.999039 1.249050 1.700577 0.2 -1.0 -0.2
H -0.174039 2.159467 1.213100 0.6 -0.2 0.9
H 0.827179 1.148993 4.011673 -0.4 0.6 -0.6
H 1.580529 2.470851 3.128288 -0.9 0.0 0.1
H -0.059012 2.680525 3.842636 -0.3 0.1 -0.4
H 1.665736 0.203674 2.036115 -0.1 -0.4 0.1
H -1.629999 0.006859 -0.497568 0.1 -1.1 0.9
H -1.374009 -1.722867 -0.353402 0.2 0.9 0.5
H -0.938171 -5.144008 -1.671471 0.5 0.9 -0.5
H 0.044195 -4.379047 -0.796253 -0.2 0.5 -0.9
O -0.328732 -4.372106 -1.716437 -0.6 -1.3 0.7
H -5.090351 -1.517921 1.772840 0.1 0.0 0.2
H -4.669396 -0.401372 0.865371 0.2 0.3 -0.3
O -4.400546 -0.853065 1.668376 -0.2 -0.2 0.0
H 0.834904 -4.475542 1.088457 -0.2 0.0 0.6
H -0.076304 -3.127502 1.024229 -0.2 0.0 0.8
O 0.594889 -3.690701 0.602213 0.8 -0.2 -0.7
H 1.520681 1.037128 -0.122152 0.1 0.3 -0.2
H 1.726810 0.742639 -1.624689 0.4 -0.5 0.1
O 1.718349 1.464202 -0.994661 -0.1 0.0 0.1
H -0.386195 3.928616 -0.711944 -0.1 0.4 0.1
H -1.184500 3.495609 -1.886983 -0.3 0.3 0.5
O -1.327806 3.852031 -0.979958 0.7 -0.5 -1.3
H 3.126022 -1.650234 -2.357823 -0.1 -0.1 0.2
H 2.950967 -0.895568 -3.647681 0.0 -0.5 0.0
O 2.906961 -1.795642 -3.283524 0.1 0.6 -0.5
H 1.939264 4.769079 -0.467665 0.3 -0.1 0.2
H 1.720408 3.261715 -0.930370 0.4 -0.2 0.1
O 1.386719 4.168262 -0.961337 -0.7 0.3 -0.2
H -3.781969 1.273484 -2.222071 -0.1 -0.4 -0.3
H -2.841312 1.745880 -1.148525 -0.7 -1.6 -0.1
O -3.328957 0.920525 -1.448314 0.7 1.8 0.2
H -3.765483 2.853789 0.304709 -0.5 -0.2 0.5
H -2.349992 3.173942 0.052262 0.4 0.0 0.8
O -2.915486 2.724060 0.736103 -0.1 0.5 -0.9
H 0.618503 1.623159 -2.558461 0.3 -0.2 -0.4
H 0.208997 1.641625 -4.157728 0.6 -0.6 0.0
O 0.074186 1.956249 -3.271420 -1.3 1.2 0.4
H 1.279957 -1.196667 -0.131689 -0.3 0.0 0.3
H 1.655904 -2.387413 -0.994180 -0.2 -0.3 0.1
O 1.975667 -1.531917 -0.701252 0.3 0.5 -0.1
H 2.255092 -2.026157 3.542627 0.2 -0.2 0.0
H 0.938907 -1.896452 2.654600 -0.1 0.0 0.3
O 1.640671 -1.422594 3.132841 0.2 0.6 0.1
H 0.393464 -2.093896 -3.906391 0.0 -0.1 -0.1
H 0.017753 -1.726031 -5.356204 -0.2 -0.2 0.7
O -0.363172 -1.885071 -4.470252 0.3 0.3 -0.7
H 3.662516 -1.314583 1.152964 -0.8 -0.5 -0.2
H 3.738115 -2.792425 1.786391 -0.8 0.0 -0.5
O 4.177027 -1.965368 1.625040 1.7 0.4 0.5
```
Positions in Å, forces in eV/Å.

The max |F| comes out at 3.32 eV Å⁻¹. For the energy above the lowest of the compared OMol25 structures with the same formula, charge and spin, the calculation gives 77.5 kcal per mole. Its gap between HOMO and LUMO is 10.53 eV. The HOMO energy comes out at -10.3381 eV.

(3)
Formula: C4H38O14S
Source: OMol25
Level of theory: ωB97M-V/def2-TZVPD

XYZ file:
```
57
Properties=species:S:1:pos:R:3:forces:R:3
C 0.517643 -0.561402 0.751967 0.5 1.8 0.7
C 0.888293 0.754467 0.012588 2.7 -2.6 2.2
C 1.860572 0.320160 -1.143018 -1.2 -1.2 2.8
C 2.532867 1.505791 -1.716276 -1.1 2.2 1.7
S 3.670917 2.482999 -0.497989 -0.4 -1.3 -0.8
H -0.265490 -0.563850 1.495574 -0.3 0.7 0.1
H 0.169377 -1.130623 -0.020510 -0.6 -2.5 -1.8
H 1.384196 -0.940479 1.276872 -0.2 -0.3 -0.4
H 1.487346 1.267333 0.796557 -0.7 0.7 -1.1
H -0.022383 1.157129 -0.280262 -1.4 1.6 -0.8
H 1.214296 -0.287137 -1.802861 0.7 0.4 -0.4
H 2.546331 -0.421516 -0.611401 -0.5 1.0 -1.2
H 1.700557 2.256273 -1.948791 1.3 -0.6 0.2
H 3.062275 1.291960 -2.573022 1.3 -0.3 -1.9
H 4.502501 1.450342 -0.109641 -0.8 0.6 -0.4
H 3.253995 -0.997797 1.177042 -0.1 1.0 0.0
H 4.142406 -0.678992 2.259292 -0.5 1.3 -0.4
O 3.509473 -0.179881 1.672112 1.0 -2.4 0.7
H -4.059631 0.302379 2.767610 -0.5 0.9 -0.5
H -3.650468 -0.831654 1.828035 -0.1 0.3 0.3
O -3.770460 -0.595853 2.757924 0.1 -1.8 0.5
H -1.349227 -2.212298 -1.384840 -0.6 -1.0 0.8
H -1.441432 -0.902673 -1.994598 0.3 -0.2 -0.7
O -0.982593 -1.753942 -2.120480 0.4 1.3 -0.4
H -2.268342 2.062448 -2.362369 -1.5 -1.0 0.3
H -3.694554 1.346290 -2.240340 -3.6 0.0 -2.5
O -2.884986 1.454379 -1.876712 4.9 0.9 2.1
H 2.751490 -3.926130 1.288498 -1.1 -2.1 -0.2
H 2.309453 -2.689398 2.190416 -3.6 0.8 2.8
O 2.870461 -3.078058 1.616862 4.6 1.3 -2.5
H -2.594872 1.656354 1.116458 2.3 1.3 0.0
H -3.777867 1.599078 0.229878 -0.6 1.1 -2.3
O -3.440345 1.302008 1.031535 -1.6 -2.0 1.9
H -0.289154 -1.053323 3.781981 1.7 -0.2 -0.3
H 1.309726 -1.290414 3.646487 2.0 1.3 1.5
O 0.475122 -1.537078 3.362846 -3.5 -1.2 -0.4
H -0.286041 1.522478 -4.725515 0.0 -0.2 0.3
H 0.126147 1.420912 -3.282581 1.9 1.2 1.9
O -0.411015 1.021048 -3.907408 -1.8 -0.9 -2.1
H -3.308196 -0.880802 -0.506309 -0.1 0.4 0.1
H -4.219295 -1.756418 -1.426749 2.0 0.0 1.0
O -3.316416 -1.722211 -0.970488 -2.4 -0.2 -0.7
H -2.318736 -0.025350 3.514755 -3.5 -1.5 -1.3
H -1.675174 1.393907 3.862229 -0.5 -0.8 0.1
O -1.581604 0.428286 3.790019 4.1 2.3 1.5
H 1.759769 -1.142199 -4.606909 -8.5 8.3 -7.5
H 1.795615 -2.350082 -3.582079 -0.4 1.0 -1.4
O 2.196461 -1.644519 -4.155553 9.0 -9.1 8.5
H -1.477599 4.513705 1.184946 -0.5 -0.3 -0.6
H -0.657245 3.265955 1.196310 -2.2 0.7 -1.7
O -1.461199 3.692842 0.652630 2.8 -0.7 2.5
H -0.231814 1.282907 2.833689 1.3 3.3 -0.1
H 1.140633 1.974651 2.584939 -1.1 0.8 0.3
O 0.214790 2.268651 2.805606 -0.1 -3.9 -0.4
H 0.058459 -3.033684 -2.853030 -1.3 0.6 -0.7
H 1.146058 -3.235042 -1.951313 0.1 -0.9 -0.9
O 0.838908 -3.571925 -2.834614 1.4 0.0 1.9
```
Positions in Å, forces in eV/Å.

The max |F| comes out at 15.39 eV Å⁻¹. For the energy above the lowest of the compared OMol25 structures with the same formula, charge and spin, the calculation gives 64.0 kcal per mole. Its gap between HOMO and LUMO is 8.62 eV. The HOMO energy comes out at -8.7852 eV.

(4)
Formula: C4H39NO16
Source: OMol25
Level of theory: ωB97M-V/def2-TZVPD

XYZ file:
```
60
Properties=species:S:1:pos:R:3:forces:R:3
C -1.066896 0.909031 0.116679 -2.1 0.5 0.9
N -1.344169 -0.493879 0.443689 2.3 -0.3 0.0
C -0.016889 -1.220080 0.806308 -1.9 0.8 -1.2
C -0.460722 -2.245920 1.812443 1.2 -0.5 0.0
O 0.650308 -3.084331 2.217350 -1.0 0.1 0.0
C 0.659261 -1.880735 -0.403205 1.5 -0.3 -0.3
O 1.842242 -1.132523 -0.754640 0.7 -0.2 0.0
H -0.237735 1.126558 -0.557313 0.0 0.0 0.1
H -1.054404 1.499086 1.057650 0.8 -0.3 -0.4
H -2.026447 1.290216 -0.274051 0.5 0.1 -0.5
H -1.701996 -0.945928 -0.394614 0.0 0.0 0.1
H 0.733035 -0.475099 1.132994 -0.8 -0.5 0.4
H -1.201609 -2.892550 1.328900 0.5 0.0 0.0
H -1.000477 -1.809232 2.654429 0.5 0.3 0.1
H 1.213630 -2.626111 2.841458 0.0 0.5 0.2
H 0.062481 -1.968381 -1.326083 -0.3 -0.1 0.5
H 1.112365 -2.879309 -0.143298 -1.0 0.8 -0.1
H 1.656598 -0.345352 -1.273762 -0.7 0.1 -0.2
H 2.847046 -0.730293 2.233028 0.3 -0.5 -0.3
H 2.278455 0.472332 2.961879 -0.1 0.3 0.3
O 2.123192 -0.459146 2.810030 -0.1 0.2 0.2
H -1.947263 4.858655 0.151858 -0.4 -0.7 -0.3
H -3.270669 4.669484 -0.682969 0.2 0.1 0.2
O -2.320755 4.509251 -0.695966 -0.4 0.5 0.1
H -1.690288 2.114511 -3.726084 0.0 -0.2 -0.1
H -2.500445 1.427672 -4.887750 0.0 0.0 0.0
O -1.713101 1.342792 -4.345690 0.0 0.2 0.0
H 2.023306 0.971228 -3.045542 -0.7 -0.1 0.6
H 0.591392 1.558222 -2.767382 -0.4 0.2 0.0
O 1.355384 1.179466 -2.330367 0.9 0.2 -0.4
H 0.131295 -4.924338 1.470448 0.7 0.4 0.5
H 0.148722 -5.802753 0.303551 0.6 -0.3 -0.1
O 0.766400 -5.442038 0.958114 -1.1 -0.3 -0.6
H 1.387831 3.232697 1.178824 0.1 0.0 0.0
H 2.001663 4.440484 1.841797 -0.6 -0.2 0.2
O 1.231030 3.847649 1.924851 0.6 0.2 -0.3
H -0.477970 4.257580 1.782007 0.3 -0.1 0.5
H -1.858263 4.202125 2.580689 0.3 -0.1 0.0
O -1.409544 4.529328 1.797096 -0.5 0.5 -0.2
H 3.150317 -2.761285 1.026869 0.1 0.2 0.4
H 4.110310 -1.820058 0.397528 0.1 0.3 -0.1
O 3.790677 -2.067784 1.268900 -0.2 -0.6 -0.2
H -0.936968 -0.180018 -4.080187 -0.3 0.2 -0.1
H -0.704551 -1.445648 -4.906201 -0.1 -0.2 -0.2
O -0.480229 -1.037689 -4.070883 0.5 -0.1 0.2
H -3.456182 -0.353951 3.477999 -0.7 -0.3 0.5
H -4.106081 -1.588104 2.971081 -0.2 0.2 0.4
O -4.154398 -0.991917 3.745091 0.9 0.3 -1.0
H 2.221397 1.392525 0.459924 0.3 0.3 0.1
H 1.977744 1.943935 -0.888739 0.1 0.6 0.0
O 2.323599 2.237071 -0.013963 -0.4 -0.9 0.0
H -2.447082 -2.857420 3.278391 0.5 0.1 -0.3
H -3.628112 -3.630755 3.004753 -0.3 -0.5 -0.5
O -2.866605 -3.285778 2.520404 -0.9 -0.2 1.0
H 1.527203 -0.435715 -4.338074 0.0 -0.8 0.6
H 2.587943 -1.034891 -3.271395 -0.7 0.2 -0.6
O 2.450639 -0.436672 -4.030085 0.8 0.2 -0.2
H -0.909049 4.027442 -3.261266 0.0 0.7 0.0
H -1.778509 3.665683 -1.949598 0.8 0.3 -0.4
O -1.205708 3.326606 -2.693187 -0.3 -1.1 0.2
```
Positions in Å, forces in eV/Å.

The max |F| comes out at 2.39 eV Å⁻¹. For the energy above the lowest of the compared OMol25 structures with the same formula, charge and spin, the calculation gives 76.1 kcal per mole. Its gap between HOMO and LUMO is 9.06 eV. The HOMO energy comes out at -8.8995 eV.

(5)
Formula: C4H3AgO2
Source: OMol25
Level of theory: ωB97M-V/def2-TZVPD

XYZ file:
```
10
Properties=species:S:1:pos:R:3:forces:R:3
H -0.335395 1.100101 0.852872 -4.2 -0.6 2.4
O 1.992427 0.672889 -1.266790 -2.8 -0.5 0.4
C 1.007473 0.071154 -0.867441 3.0 -1.0 -2.9
C 0.146600 -0.950602 -1.023822 -2.5 -0.1 2.3
C -1.049531 -0.967430 -0.270234 1.0 -0.1 -1.1
C -1.641215 -0.337876 0.616208 1.2 1.3 0.0
O -1.382574 0.729870 1.308637 3.6 -0.2 -3.3
Ag -2.225589 1.355946 3.120389 -1.2 1.0 2.5
H 2.864566 0.227183 -1.161800 1.5 0.3 0.6
H 0.623239 -1.901234 -1.308019 0.4 0.0 -0.9
```
Positions in Å, forces in eV/Å.

As for the expectation value of S²: 0.78. The max |F| comes out at 4.88 eV Å⁻¹. The charge is +3. For the energy above the lowest of the compared OMol25 structures with the same formula, charge and spin, the calculation gives 77.8 kcal per mole. Its gap between HOMO and LUMO (spin up / spin down) is 6.93 / 6.62 eV. The HOMO energy (spin up / spin down) comes out at -24.7906 / -24.7376 eV. Its multiplicity is 2.

(6)
Formula: C4H3AlLiO2
Source: OMol25
Level of theory: ωB97M-V/def2-TZVPD

XYZ file:
```
11
Properties=species:S:1:pos:R:3:forces:R:3
Al 2.837451 0.160497 -0.770081 10.1 1.2 0.7
O 1.351753 -0.077669 -0.929000 -7.7 -1.2 -0.8
C 0.350890 0.525143 -0.192567 -1.0 1.2 1.1
H 0.830170 -0.072512 2.028825 -0.1 0.4 0.1
H 0.252231 1.600925 -0.405932 -0.3 -0.2 -0.2
C -1.205599 -0.238626 1.138441 0.4 2.1 0.5
C 0.112026 0.149391 1.236202 -0.6 -1.5 -0.2
C -1.199938 -0.151989 -0.295729 -1.0 -1.9 -1.2
O -1.616561 -0.734742 -1.273361 0.8 1.5 1.4
Li 0.305639 -0.816805 -2.391161 -0.5 -0.7 -1.2
H -2.018063 -0.343609 1.854363 -0.1 -0.8 -0.1
```
Positions in Å, forces in eV/Å.

The max |F| comes out at 10.24 eV Å⁻¹. The charge is +3. Its gap between HOMO and LUMO (spin up / spin down) is 8.44 / 6.49 eV. The HOMO energy (spin up / spin down) comes out at -25.3847 / -24.5280 eV.

(7)
Formula: C4H3BeLiO
Source: OMol25
Level of theory: ωB97M-V/def2-TZVPD

XYZ file:
```
10
Properties=species:S:1:pos:R:3:forces:R:3
C -1.270749 -0.227845 1.260235 0.4 0.1 -1.5
C -1.763610 -1.116941 1.943175 -0.3 -1.0 -0.7
H -2.178575 -1.851355 2.619096 0.0 0.2 0.0
Li 1.542441 0.115700 0.560605 0.3 0.1 0.1
O -1.184194 -0.818315 -1.539853 -1.4 -3.7 0.1
C -0.752549 0.253100 -1.115124 2.6 10.3 2.7
C -0.644559 0.918306 0.046100 -1.7 -5.9 3.7
Be -1.740930 -1.664558 -0.334880 0.4 1.7 0.5
H -0.441537 1.551311 -1.298605 -0.6 -2.7 -3.6
H -0.581171 1.783880 0.699286 0.3 0.8 -1.3
```
Positions in Å, forces in eV/Å.

The max |F| comes out at 10.97 eV Å⁻¹. The charge is +2. Its gap between HOMO and LUMO is 8.49 eV. The HOMO energy comes out at -19.1166 eV.

| no. | calculated total energy (eV) |
| --- | --- |
| 1 | -32293.4406 |
| 2 | -38999.7898 |
| 3 | -44261.7473 |
| 4 | -39031.4195 |
| 5 | -12244.3502 |
| 6 | -15055.0225 |
| 7 | -6826.5427 |